(1)
{
  "formula": "C11H16N2O3S2",
  "method": "ωB97M-V/def2-TZVPD",
  "total_energy_ha": -1560.34447,
  "fmax_ev_per_a": 1.1,
  "e_above_lowest_kcal_mol": 17.3,
  "e_homo_ev": -8.85,
  "charge": 0,
  "orbital_gap_ev": 9.20,
  "elements": ["O", "S", "O", "N", "C", "H", "H", "C", "H", "H", "C", "H", "H", "C", "H", "H", "C", "C", "N", "C", "C", "C", "H", "H", "S", "C", "H", "H", "C", "O", "H", "H", "H", "H"],
  "coordinates": [[-1.03082, -1.47976, 2.27115], [-0.94664, -0.10596, 1.87568], [-0.79687, 0.89362, 2.89715], [-2.23869, 0.21322, 0.83908], [-2.50877, 1.63382, 0.72220], [-2.93980, 1.81396, -0.26682], [-1.57367, 2.18498, 0.80924], [-3.51007, 1.97362, 1.84140], [-2.98428, 2.42458, 2.68046], [-4.26948, 2.66897, 1.48768], [-4.11019, 0.61657, 2.25045], [-3.80901, 0.36200, 3.26563], [-5.19731, 0.61081, 2.19679], [-3.49224, -0.38496, 1.26399], [-4.12024, -0.51149, 0.37741], [-3.28248, -1.35767, 1.70389], [0.39834, 0.07870, 0.71410], [0.52391, -0.81508, -0.33215], [1.48483, -0.72692, -1.23285], [2.36199, 0.26227, -1.12368], [2.32515, 1.21548, -0.10031], [1.31752, 1.11309, 0.83548], [1.22643, 1.80335, 1.66015], [3.06936, 1.99460, -0.06203], [3.61638, 0.37048, -2.33724], [3.25755, -1.09974, -3.35827], [2.17711, -1.16220, -3.46242], [3.73284, -0.90722, -4.31924], [3.82145, -2.36644, -2.72227], [5.22228, -2.37470, -2.68011], [5.52035, -1.58990, -2.20233], [3.53545, -3.22827, -3.33091], [3.39124, -2.48992, -1.71838], [-0.17164, -1.63390, -0.44292]]
}

=====

(2)
{
  "formula": "C11H16N2S",
  "method": "ωB97M-V/def2-TZVPD",
  "total_energy_ha": -936.24363,
  "fmax_ev_per_a": 3.8,
  "e_above_lowest_kcal_mol": 143.3,
  "e_homo_ev": -7.06,
  "charge": 0,
  "orbital_gap_ev": 6.63,
  "elements": ["C", "C", "C", "C", "C", "C", "C", "C", "C", "C", "C", "N", "N", "S", "H", "H", "H", "H", "H", "H", "H", "H", "H", "H", "H", "H", "H", "H", "H", "H"],
  "coordinates": [[-5.80321, -0.44467, 1.14615], [-5.76813, 0.86514, 0.71590], [-4.98758, -1.42970, 0.69400], [-4.78936, 1.28939, -0.15822], [-3.90274, -1.00254, -0.12635], [-3.83332, 0.36730, -0.44185], [4.12106, -0.82182, 0.64955], [2.88396, 0.03294, 0.40586], [2.34948, -0.05454, -1.04778], [0.79823, -0.10713, -1.24335], [0.05468, 0.87094, -0.31961], [-2.92089, -1.64117, -0.68191], [-1.37665, 0.82092, -0.35272], [-2.41568, 0.33987, -1.52643], [-6.62161, -0.58986, 1.89593], [-6.47654, 1.51956, 1.22428], [-4.96202, -2.45109, 1.05228], [-4.68704, 2.27737, -0.34173], [4.49576, -0.78108, 1.77664], [3.84807, -1.82163, 0.41636], [5.01684, -0.54950, 0.02412], [3.23060, 1.05913, 0.58788], [2.07068, -0.07707, 1.18107], [2.76192, -1.03591, -1.44677], [2.63992, 0.73546, -1.64269], [0.36217, -1.15836, -0.98868], [0.63609, 0.15835, -2.27087], [0.29903, 1.94906, -0.39633], [0.36854, 0.43682, 0.67984], [-1.88377, 0.72839, 0.49471]]
}